{
  "formula": "C28H40Cl8N8O8",
  "method": "the ωB97M-V functional and the def2-TZVPD basis",
  "species": ["H", "H", "O", "H", "N", "Cl", "H", "Cl", "H", "C", "C", "H", "C", "C", "Cl", "N", "H", "H", "C", "O", "C", "O", "H", "H", "C", "C", "C", "C", "H", "H", "N", "H", "Cl", "H", "H", "O", "C", "H", "Cl", "H", "H", "H", "C", "H", "H", "H", "H", "Cl", "N", "C", "H", "O", "C", "H", "C", "C", "C", "H", "C", "H", "C", "C", "H", "H", "H", "H", "C", "H", "N", "Cl", "C", "C", "H", "H", "C", "O", "N", "N", "H", "H", "H", "C", "H", "H", "C", "H", "O", "C", "C", "O", "N", "Cl"],
  "positions_angstrom": [[0.802, -1.207, 2.877], [2.459, 2.892, -2.913], [2.027, 1.332, -0.273], [-1.560, -2.895, -0.022], [-1.537, -4.403, -0.737], [-0.232, -3.571, 1.443], [-2.347, -3.738, -2.567], [1.847, -2.858, 3.298], [1.023, -0.052, -1.658], [0.548, -2.198, 0.349], [-0.819, -2.109, 0.012], [-3.694, 2.488, -1.285], [1.984, 3.116, 1.420], [-1.376, -3.830, -2.081], [-1.214, -1.309, 3.918], [-1.996, -0.142, -2.437], [-1.821, -3.142, 1.261], [-2.753, 0.931, 3.589], [2.727, 0.825, 1.642], [0.875, 1.352, -2.084], [-0.048, 5.266, -1.202], [-2.452, -3.942, -0.116], [2.505, -2.575, 1.910], [2.575, -0.229, 1.822], [-3.083, 1.999, -2.029], [-0.518, 0.310, -0.011], [-0.724, 3.655, -2.804], [-3.004, 1.267, 2.583], [-1.080, -2.796, -1.905], [-2.366, -0.712, -0.480], [1.836, 1.660, -1.414], [-0.510, -0.483, 1.856], [1.389, -2.017, -2.918], [0.277, 6.280, -1.021], [-1.472, -0.585, -4.184], [1.916, -4.973, 1.692], [-0.058, -0.538, 2.847], [-3.187, 2.340, 2.535], [-2.930, -1.349, 2.313], [-3.939, 0.822, 2.243], [-0.921, 1.258, -0.334], [0.806, 1.767, 2.382], [-0.496, 2.915, -0.520], [1.356, 0.937, 0.780], [-0.347, 2.152, 0.230], [-1.856, 1.848, -5.191], [2.276, -1.131, -0.990], [-2.199, -4.173, 3.447], [-0.386, 4.972, -2.497], [2.949, -3.014, 1.016], [3.560, 4.344, 0.639], [-0.853, -5.277, -0.299], [2.538, 2.854, -1.827], [0.905, -3.188, 0.595], [3.263, 3.337, 0.894], [-2.678, 2.458, -3.303], [-2.700, 0.666, -1.654], [-0.463, -2.936, 3.798], [1.727, 1.845, 1.822], [1.218, 3.854, 1.611], [-1.336, -0.799, -0.168], [3.938, 1.197, 1.054], [0.302, 4.365, 0.794], [3.545, 2.567, -1.523], [4.778, 0.562, 0.813], [-0.758, -4.530, -2.642], [-1.879, 0.290, -3.698], [2.685, -2.321, 0.217], [1.357, -1.142, 0.464], [0.363, 1.073, 3.477], [0.798, 0.075, 0.445], [-2.090, 1.568, -4.174], [2.076, 3.707, -1.330], [-3.014, 0.386, -0.660], [0.176, -3.576, 3.189], [-2.131, -0.165, 1.010], [2.327, -4.295, 0.765], [-1.909, 0.820, 1.669], [-2.956, 3.479, -3.523], [4.038, -3.071, 1.005], [-0.927, 1.583, -2.080], [-2.580, -3.153, 2.043], [0.104, -4.594, 3.572], [-0.972, 3.515, -3.846], [-0.766, 2.623, -1.841], [-3.549, -3.520, 1.703], [2.233, -4.679, -0.402], [1.859, -0.708, -1.904], [-0.115, 4.258, -0.197], [-0.881, 1.534, 1.482], [4.176, 2.426, 0.567], [3.336, 0.159, -2.349]],
  "atomic_forces_ev_per_a": [[-0.233, 1.093, -0.147], [-0.075, 0.279, 0.173], [3.381, 1.803, -8.184], [1.414, 3.390, 0.025], [-0.719, -2.986, -2.977], [-1.064, -8.761, 13.329], [-0.217, -0.424, 0.387], [-2.181, -1.140, 6.410], [0.362, -1.694, -0.716], [1.647, 5.396, -5.081], [0.554, 5.539, -2.172], [0.109, 0.717, -0.351], [2.412, -0.062, 1.094], [-0.022, -0.594, -1.082], [2.163, 2.364, 4.761], [-2.046, 0.588, -0.116], [-2.567, 0.663, 2.424], [0.073, 0.154, -0.125], [3.511, 1.805, 3.206], [0.981, 0.517, -1.301], [-1.002, -2.194, -0.506], [-4.182, -2.387, -0.656], [1.917, -0.091, -2.873], [0.000, 0.272, 0.493], [-0.426, -3.106, -0.794], [4.548, -2.329, -5.700], [1.675, 3.092, 1.841], [-0.574, 0.977, -0.915], [0.720, -0.293, -0.471], [1.266, -2.140, -1.601], [-1.334, 4.707, -1.148], [1.061, -0.522, 1.287], [-0.170, -0.409, -0.959], [-0.019, 0.045, 0.147], [0.310, 0.646, -1.498], [0.913, -0.359, -0.120], [0.176, -0.324, 0.751], [0.725, 0.120, 0.030], [-6.885, -8.072, 1.265], [0.158, -0.216, 0.084], [-0.190, -2.741, -0.339], [2.358, 1.930, -5.202], [1.696, 4.635, -0.608], [-4.094, -3.015, 1.928], [0.603, 2.674, -0.733], [0.073, -0.106, -0.044], [-0.497, -0.164, -1.032], [-2.537, -0.479, 0.015], [-0.026, -2.012, 0.799], [2.189, 1.027, -2.405], [-0.043, 0.372, -0.248], [0.876, -1.031, -0.889], [1.210, -0.271, -1.359], [3.420, 2.483, -4.441], [0.081, 1.250, -0.580], [-3.249, -0.560, 1.412], [-2.329, 3.617, -1.472], [1.334, -0.847, -0.896], [4.636, 2.576, -0.236], [1.281, -0.092, 0.508], [3.133, -4.643, -3.329], [-0.267, -0.087, 0.523], [-1.148, 1.081, -0.733], [0.104, 1.273, -0.152], [-0.303, -0.854, 0.279], [0.388, 0.634, 0.040], [1.490, -1.517, 0.337], [0.784, -1.045, 0.012], [-2.081, -0.066, 2.013], [-4.170, -5.826, 10.664], [-6.248, -2.064, -0.439], [-0.769, -0.492, -0.157], [0.255, -0.146, 0.002], [-0.585, 0.680, -0.739], [1.244, -1.585, 0.241], [-3.674, 3.202, 3.310], [1.300, -2.348, -1.274], [-0.863, 6.178, 1.210], [0.053, -0.096, -0.491], [-0.008, -0.592, 0.375], [0.028, 1.185, -0.285], [-4.015, 1.419, 1.505], [1.146, 0.144, -0.093], [0.723, 0.159, 0.223], [0.356, 1.785, -0.231], [0.247, 0.167, 0.160], [0.112, 0.323, 0.476], [2.352, -2.743, 0.857], [-0.417, -0.268, -1.511], [-3.255, 1.150, 5.129], [-0.455, 0.676, 1.715], [1.397, -0.990, -2.028]],
  "total_energy_ev": -158100.575,
  "homo_lumo_gap_ev": 5.272
}

{
  "formula": "C4H7NO",
  "method": "the ωB97M-V functional and the def2-TZVPD basis",
  "species": ["C", "H", "H", "C", "C", "O", "N", "H", "H", "C", "H", "H", "H"],
  "positions_angstrom": [[0.322, -1.581, 0.384], [-0.852, 0.401, 0.361], [-1.239, 0.980, -1.261], [-1.658, 0.656, -0.307], [1.475, 0.434, 0.721], [0.860, -0.679, 1.113], [1.924, 0.695, -1.796], [-2.311, -0.207, -0.465], [-0.206, -2.359, 0.917], [1.725, 0.621, -0.647], [-2.228, 1.459, 0.159], [0.321, -1.465, -0.695], [1.866, 1.046, 1.516]],
  "atomic_forces_ev_per_a": [[-0.326, -0.487, -0.625], [-0.066, 0.076, 0.094], [-0.096, 0.028, 0.100], [-0.423, 0.068, -0.199], [0.173, 0.018, -0.230], [0.490, 0.272, 0.796], [-0.310, -0.055, 1.273], [0.112, 0.157, 0.029], [0.172, 0.102, -0.046], [0.317, 0.046, -1.042], [-0.032, 0.018, -0.171], [0.062, -0.134, 0.138], [-0.074, -0.109, -0.117]],
  "total_energy_ev": -7795.174,
  "homo_lumo_gap_ev": [8.372, 7.723]
}

{
  "formula": "C26H72O14",
  "method": "the ωB97M-V functional and the def2-TZVPD basis",
  "species": ["H", "H", "C", "H", "H", "O", "H", "H", "C", "O", "O", "O", "H", "H", "H", "H", "C", "H", "H", "C", "H", "H", "C", "H", "H", "H", "H", "H", "O", "C", "C", "H", "H", "H", "H", "H", "H", "C", "C", "H", "H", "O", "H", "C", "H", "H", "H", "H", "H", "H", "C", "O", "H", "H", "H", "C", "H", "H", "O", "H", "C", "H", "H", "C", "C", "H", "O", "H", "C", "H", "C", "C", "H", "H", "H", "O", "O", "C", "C", "H", "H", "H", "H", "C", "H", "H", "H", "H", "H", "H", "H", "H", "C", "H", "O", "H", "O", "H", "C", "H", "H", "H", "H", "H", "H", "C", "C", "C", "O", "H", "H", "H"],
  "positions_angstrom": [[0.313, 4.199, -1.601], [-0.636, -3.042, -2.273], [3.341, -3.161, 2.430], [3.458, 0.985, -0.273], [1.734, 0.541, 1.364], [0.879, 1.639, -0.247], [6.105, 4.061, 0.070], [3.664, 4.129, -1.977], [-2.273, -3.563, -2.109], [-3.475, 0.297, -4.227], [3.632, -4.439, 2.909], [1.588, 5.566, 2.273], [0.133, 6.189, 4.485], [0.757, 3.240, -0.513], [-2.311, -3.289, 0.795], [-4.323, -1.080, 2.399], [1.088, -0.880, -2.322], [0.325, -0.770, -1.415], [-0.355, -0.783, -0.545], [-4.428, -4.783, -1.373], [0.626, -3.785, -3.373], [-1.670, -5.452, 1.527], [4.325, 1.780, 0.090], [-3.353, -3.544, 2.677], [4.408, 1.611, 1.143], [2.140, 2.453, -2.886], [1.795, 3.150, -4.582], [4.748, 5.230, -0.564], [0.649, -1.884, 0.708], [5.146, 4.344, 0.049], [-0.135, -2.985, -3.183], [5.263, 1.195, -0.200], [-2.281, -1.163, 3.131], [3.333, 4.285, -3.838], [-0.745, 4.903, 2.682], [2.381, -2.777, 2.723], [-4.447, 0.367, -4.181], [0.703, 3.461, -1.687], [0.460, -1.587, -3.442], [-0.341, 2.819, -1.764], [-0.412, -1.002, -3.868], [1.480, -1.801, -4.453], [-4.234, 0.333, 3.359], [-2.697, 0.188, 1.905], [3.288, -4.650, 3.734], [-4.668, 1.472, 1.350], [4.797, -3.120, 0.897], [-4.036, -5.138, -0.399], [-0.936, -3.421, -3.866], [-0.664, -4.175, 3.954], [-3.718, -3.400, -1.594], [-3.773, -2.629, -0.465], [4.113, -2.572, 2.901], [-0.139, 3.214, 3.935], [-5.408, -4.960, -1.220], [-2.448, 0.609, -2.208], [0.442, 3.493, 2.379], [-2.386, -5.984, 2.808], [-1.914, -0.341, 3.013], [-0.141, 0.870, 1.428], [-4.163, -0.003, 2.324], [1.551, 4.871, 1.653], [0.977, -1.524, -5.250], [-2.767, 1.183, -3.485], [-2.365, -3.774, 2.631], [-3.596, 2.054, -3.028], [2.962, 3.639, -0.013], [1.981, 5.936, 4.699], [4.156, 3.156, -0.499], [1.488, -0.027, -2.563], [0.778, 0.647, 0.709], [-0.005, 4.056, 3.096], [-2.203, -3.994, 4.753], [2.384, 2.996, -0.272], [2.475, -1.548, 0.709], [0.993, 3.548, -4.084], [3.427, -1.764, 0.513], [1.167, 5.599, 4.725], [2.979, 4.324, -2.870], [-2.090, -4.116, -3.081], [4.303, 3.290, -1.656], [0.917, 5.018, 5.640], [-0.239, -2.087, 0.867], [3.768, -3.060, 0.926], [-3.960, -5.535, -2.085], [-1.884, -0.227, -2.472], [-2.499, -0.239, 1.022], [-2.417, 1.322, 1.689], [-1.994, 1.579, -4.128], [-4.667, -2.428, -0.484], [-1.470, -3.960, -1.389], [-2.464, 1.965, -1.173], [-2.410, -5.219, 2.136], [-1.646, -2.523, 3.973], [-1.767, 1.606, -1.420], [1.432, -0.734, -0.751], [-1.854, -2.899, 1.586], [4.875, 4.387, 1.176], [0.641, -0.644, -0.097], [-3.405, 0.304, -1.854], [-3.238, -5.423, 1.409], [-4.123, -2.909, -2.319], [-1.815, -2.588, -2.198], [-0.013, 1.842, -0.830], [2.765, 5.359, -2.703], [1.318, 4.728, 3.489], [1.747, 3.411, -2.909], [-1.583, -3.580, 3.856], [-4.961, 0.589, 1.372], [2.124, -1.322, -1.783], [3.304, -3.785, 0.194], [2.289, 4.076, 3.727]],
  "atomic_forces_ev_per_a": [[-7.824, 16.939, 0.579], [2.486, -0.149, 0.759], [2.063, -0.136, -0.477], [1.935, 2.218, 0.755], [-1.475, 0.546, -1.167], [-1.582, -0.507, -0.578], [3.874, -0.484, -0.861], [-1.939, 1.176, -3.171], [-0.779, -1.034, 1.996], [-1.819, -2.079, -1.774], [0.727, -1.403, -2.393], [0.236, 0.259, 3.305], [3.016, -0.386, 0.816], [1.415, 1.389, -3.230], [0.550, 1.165, 0.632], [-0.401, -0.107, -0.481], [-1.296, -5.610, 0.801], [1.457, -0.424, -7.345], [-0.547, 1.044, 1.209], [5.696, -0.834, -0.033], [0.021, 0.886, 0.899], [4.304, -0.551, -2.679], [0.340, -4.196, -2.320], [-2.998, 1.260, 1.123], [-0.546, 0.929, 0.997], [0.815, -2.357, 0.068], [-2.751, 1.096, -0.696], [1.341, -0.918, 1.304], [2.545, 1.453, -0.752], [-5.811, -0.689, 0.998], [2.169, -1.291, -2.602], [-0.950, 1.049, -0.364], [-0.999, -3.102, 0.402], [1.776, -0.283, -1.935], [1.350, -2.430, 1.460], [-0.733, 0.012, -0.459], [0.964, 0.189, 0.171], [4.472, -14.674, -0.209], [-0.053, -1.640, -1.913], [2.923, 1.524, -1.565], [1.061, 0.062, 0.349], [-1.416, 1.085, -1.606], [-0.475, 0.602, -0.010], [-0.118, 3.128, 4.117], [-1.070, -0.125, 2.176], [0.198, 1.887, -0.271], [2.224, -0.355, -0.216], [0.198, 0.168, -0.336], [1.463, 1.864, -0.154], [0.149, 1.029, -0.536], [2.608, -5.686, 1.456], [2.210, 0.389, 1.253], [-0.070, 1.187, 0.252], [-1.085, 2.151, -1.564], [-3.697, 0.330, -0.357], [1.543, -0.039, 0.022], [-0.105, -2.101, -3.222], [-0.379, -1.740, 2.514], [1.014, 3.890, -1.645], [1.899, -0.711, -1.186], [2.266, -0.535, 0.204], [0.394, -0.817, -1.978], [1.166, -0.506, 0.216], [-3.886, 4.685, 0.374], [2.039, -2.226, -2.077], [2.368, -1.157, -2.078], [1.105, 2.650, 0.341], [11.459, 6.810, 0.952], [3.920, 1.448, 1.502], [1.553, 5.324, -1.780], [-1.525, -1.247, 2.270], [0.459, 0.162, 3.071], [0.772, 0.655, -1.463], [-3.187, -2.544, -0.745], [1.478, -1.086, -0.016], [2.773, -1.143, -1.759], [-0.749, 1.649, -0.260], [-14.163, -4.940, -1.263], [-1.528, 0.964, 2.724], [-1.279, 0.579, 1.633], [0.445, -2.530, 2.904], [0.532, 0.151, -0.724], [-2.174, -0.826, 1.054], [-3.956, -0.150, 0.412], [-1.006, 0.850, 0.540], [1.539, -1.633, 0.710], [0.811, -2.249, -3.271], [-0.593, -1.975, 1.083], [0.455, 0.476, 0.443], [-2.697, 1.289, 1.037], [-1.965, -0.450, -0.237], [-9.389, 6.517, 4.533], [-3.313, 1.940, -1.003], [1.463, 0.689, 0.839], [8.012, -7.021, -3.465], [1.657, 0.463, 1.771], [-0.576, -1.384, -0.806], [0.115, 0.550, -1.883], [-1.775, -0.574, 9.320], [-0.445, -0.439, 1.302], [-0.013, 0.415, 1.038], [-3.002, 2.982, -4.665], [-2.210, 0.638, -0.201], [2.908, -1.579, 2.363], [-0.844, 0.850, -0.100], [0.278, 0.504, 0.029], [-1.748, 1.139, 4.531], [-1.912, -1.490, 2.712], [-1.746, -1.181, -0.360], [-2.528, -0.370, -2.219], [0.383, 0.213, 1.141], [-2.260, 0.598, -1.002]],
  "total_energy_ev": -56766.901,
  "homo_lumo_gap_ev": 8.327
}